Entry from the Open Molecules 2025 dataset: one molecule with the formula C5H6ClNO (ωB97M-V/def2-TZVPD).

```
14
Properties=species:S:1:pos:R:3:forces:R:3:mulliken_charge:R:1
C -1.0275 -0.1182 -0.6080 2.084 0.003 -0.581 0.414
C 1.5268 0.1842 0.3932 1.935 -1.916 -0.600 0.488
C -1.3448 -0.6591 -1.7453 2.859 0.352 -0.758 -0.692
C -0.9729 0.2283 0.8116 0.629 1.167 -0.171 -0.240
C 0.4221 0.0104 1.3877 -0.653 -2.725 -0.591 -0.540
N 1.1669 1.0000 -0.6156 -2.540 -0.219 -1.619 -0.440
O 2.6043 -0.3635 0.6042 -0.282 0.440 -0.235 -0.614
Cl 2.0384 1.0078 -2.1467 -0.433 -0.395 1.592 -0.119
H -0.5806 -0.7325 -2.6534 -1.610 0.608 2.029 0.215
H -2.2236 -1.2434 -1.8320 -0.972 -0.410 -0.069 0.317
H -1.1569 1.2944 0.8171 -0.494 0.308 0.317 0.206
H -1.6158 -0.3091 1.4862 -1.004 -0.226 -0.269 0.361
H 0.4270 -0.9468 1.9866 0.516 0.482 -1.389 0.315
H 0.7367 0.6476 2.1143 -0.035 2.531 2.343 0.328
```
Positions in Å, forces in eV/Å.

Results
ΔE to the lowest compared entry with this formula, charge and spin (kJ/mol): 525.82
Orbital gap (spin up / spin down) (eV): 7.370 / 7.343